{
  "formula": "C8H9NO",
  "method": "wB97M-V/def2-TZVPD",
  "symbols": ["C", "N", "C", "C", "C", "C", "C", "O", "C", "C", "H", "H", "H", "H", "H", "H", "H", "H", "H"],
  "positions_angstrom": [[0.417, -1.388, -1.576], [-0.456, -1.073, -0.486], [-1.511, -1.712, 0.095], [-1.969, -0.927, 1.153], [-1.219, 0.268, 1.191], [-0.319, 0.112, 0.177], [0.817, 1.197, -0.041], [0.616, 2.021, -1.166], [2.196, 1.012, 0.461], [1.382, 1.735, 1.240], [0.168, -0.847, -2.489], [1.262, -0.857, -1.348], [0.472, -2.428, -1.704], [-1.990, -2.593, -0.222], [-2.879, -1.053, 1.582], [-1.159, 1.094, 1.930], [-0.133, 2.656, -1.005], [3.113, 0.630, 0.005], [1.192, 2.153, 2.203]],
  "mol_weight_da": 135.166,
  "smiles": "Cn1cccc1C1(O)C=C1",
  "largest_force_ha_per_bohr": 0.0713,
  "energy_ev": -11975.4397,
  "total_charge": 0,
  "homo_ev": -7.9221,
  "spin_multiplicity": 1,
  "lumo_ev": 0.92
}